Here is the molecule C3H6N4O from the Open Molecules 2025 dataset. Energies are from ωB97M-V/def2-TZVPD.

Each line ends with the Löwdin charge.
CARTESIAN COORDINATES (ANGSTROEM)
H1 3.40218 0.44599 -0.21264  0.03
N1 3.12141 -0.48507 -0.06098  0.16
C1 1.82769 -0.48149 -0.09901  -0.43
N2 1.02484 0.56777 -0.35198  0.07
N3 -0.42060 0.22467 -0.47759  -0.10
C2 -1.57255 0.96605 0.25184  -0.03
C3 -0.49136 -1.23023 -0.17277  -0.38
N4 -1.49826 -2.02332 -0.16938  0.14
H2 -2.13144 -1.20379 -0.76480  0.14
O1 0.88749 -1.51106 0.38721  0.02
H3 1.14953 1.15348 0.42191  0.12
H4 -1.30630 1.97079 -0.01117  0.06
H5 -1.46813 1.08013 1.42195  0.12
H6 -2.52453 0.52607 -0.16259  0.09

* net charge: 0
* total energy: -412.028021 Ha
* SMILES: [H]/N=c1\[nH]n(C)/c(=N\[H])o1
* relative energy (zero: lowest compared OMol25 entry of this formula, charge and spin): 113.5 kcal/mol
* HOMO-LUMO gap: 9.889 eV

***

Here is the molecule BrHO2 from the Open Molecules 2025 dataset. Energies are from ωB97M-V/def2-TZVPD.

Each line ends with the Löwdin charge.
CARTESIAN COORDINATES (ANGSTROEM)
O1 0.05956 -0.02710 -0.88280  -0.11
O2 -0.02378 -0.81126 0.22158  -0.35
Br1 0.68595 0.53427 1.92232  0.38
H1 -0.72172 0.30409 -1.26110  0.08

* net charge: 0
* total energy: -2724.899369 Ha
* SMILES: OOBr
* relative energy (zero: lowest compared OMol25 entry of this formula, charge and spin): 16.7 kcal/mol
* HOMO-LUMO gap (alpha / beta): 7.861 / 7.862 eV

***

Here is the molecule C4H4N2 from the Open Molecules 2025 dataset. Energies are from ωB97M-V/def2-TZVPD.

Each line ends with the Löwdin charge.
CARTESIAN COORDINATES (ANGSTROEM)
C1 0.20898 -0.26388 -1.18936  -0.17
C2 -1.19101 -0.02092 -0.92094  -0.13
N1 -1.26339 0.42424 0.32235  0.05
C3 -0.12385 0.48334 1.02606  -0.13
C4 1.05540 -0.04123 0.40501  -0.22
N2 1.17595 0.55276 -0.92828  0.09
H1 0.40047 -1.16379 -0.26729  0.17
H2 -2.05447 -0.41928 -1.43781  0.10
H3 -0.17399 0.78979 2.06459  0.11
H4 1.96591 -0.34103 0.92567  0.12

* net charge: 0
* total energy: -264.123011 Ha
* relative energy (zero: lowest compared OMol25 entry of this formula, charge and spin): 127.6 kcal/mol
* HOMO-LUMO gap: 8.412 eV